# 1
{"formula": "C34H56BeN3OP2", "method": "wB97M-V/def2-TZVPD", "lumo_energy_ha": -0.1355, "orbital_gap_ha": 0.1846, "relative_energy_kj_mol": 211.3, "total_charge": 1, "species": ["H", "H", "H", "H", "P", "N", "Be", "C", "C", "C", "C", "H", "H", "H", "C", "H", "H", "H", "H", "H", "C", "C", "C", "H", "C", "C", "H", "H", "C", "H", "C", "H", "H", "C", "H", "H", "C", "H", "H", "H", "H", "H", "H", "C", "H", "H", "H", "H", "H", "H", "H", "H", "H", "C", "H", "H", "H", "C", "H", "C", "C", "H", "C", "C", "C", "N", "C", "H", "H", "H", "N", "C", "C", "H", "C", "C", "C", "H", "H", "C", "H", "H", "H", "H", "H", "H", "C", "C", "H", "H", "C", "P", "C", "H", "O", "C", "H"], "coordinates": [[0.00516, 3.42462, -3.24836], [-0.30973, -4.03478, 0.76618], [-0.77855, 5.10458, 1.43537], [0.10154, -4.94081, -1.74630], [-1.29706, -2.29882, -1.46127], [-0.73426, 0.41654, -1.92303], [-0.29955, -0.53511, -0.59868], [-1.70438, -3.94714, -3.73004], [2.60165, -3.01755, 0.77156], [0.47685, -4.22333, -2.48795], [3.83345, 3.24595, -0.74235], [1.73881, 3.14846, 3.31827], [-1.38448, 0.02493, 3.56300], [2.30743, -0.86442, 3.96121], [-3.44250, -2.57588, 0.31180], [-0.96708, -2.54914, 1.50969], [2.03143, 5.26262, 0.15221], [2.94775, 4.72336, 1.59559], [4.92059, 3.14426, -0.88685], [-3.11366, 0.61867, -4.27991], [0.94594, 3.81573, 1.36906], [-2.25470, 0.92649, -3.69186], [0.48018, 2.35987, -0.92073], [3.83404, -4.33562, 1.87159], [1.30385, -1.39121, -0.50276], [-2.18878, -3.33442, -0.14386], [-1.72583, -5.28726, -1.04429], [-2.15653, -4.75512, -3.14653], [-1.81407, 0.10134, -2.66663], [2.63906, -3.54939, -0.17181], [-0.38215, 4.31009, 0.79026], [3.34766, 3.13474, -1.72080], [-0.94793, 1.67538, 4.06557], [-1.75254, 1.05339, 3.66764], [-0.62535, -1.48621, -4.31404], [3.68534, -2.96933, 3.98387], [0.79062, 3.44718, 2.84727], [3.65554, 4.25661, -0.37343], [-3.16589, 3.36413, 1.51391], [-3.28687, -0.35539, 2.09728], [0.90173, -1.67833, -3.39328], [-3.19461, -1.56107, 0.65332], [-1.25085, -4.39517, -4.62622], [-0.50121, 2.46907, -3.12733], [-3.33760, -4.61791, -1.49194], [1.34770, -3.69813, -2.07421], [4.91437, 0.85740, -0.58427], [-3.00785, -1.66266, -3.19508], [-1.11152, 3.49677, 0.73728], [-1.95892, 3.66478, 2.80434], [-3.05317, -5.27486, 0.13199], [0.38560, 4.30368, 3.40662], [-2.49445, -3.26542, -4.06554], [1.95208, 4.95040, 1.20085], [3.78235, 1.40422, 2.23966], [0.52055, -2.77806, -4.73591], [-2.54672, 1.04404, 4.42691], [3.16793, -2.65568, 3.08163], [-0.27682, 4.72753, -0.21514], [-2.59055, -4.70785, -0.69142], [3.39336, 2.14179, 0.21518], [-4.19563, -2.51146, -0.48663], [1.75089, -1.09164, 1.92129], [-1.53276, 2.09680, -3.96576], [-2.75676, 3.00071, 2.46183], [-0.85231, 0.29281, 0.68405], [4.06976, 2.24569, 1.59200], [5.15984, 2.20781, 1.44844], [-1.79769, 2.71756, -4.81494], [0.80668, -4.79113, -3.37293], [1.86790, -1.84655, 0.77728], [-1.23330, -3.51247, 1.05300], [3.25266, -3.41594, 1.91410], [3.35872, 0.67557, -1.41369], [-0.59361, -3.22298, -2.95553], [-2.29953, 1.55993, 2.33919], [0.08562, -2.21047, -3.89815], [1.56837, 5.81641, 1.76190], [-4.35579, 0.92558, 2.61532], [-3.50303, 0.70917, 1.95780], [-3.56037, 3.05801, 3.20687], [3.60289, -0.04354, 0.19343], [1.14675, -0.19693, 1.84394], [-3.89695, -3.12016, 1.15466], [0.09144, 2.61038, 2.94817], [-3.36808, -0.99120, -1.61610], [3.82325, 0.82507, -0.43245], [2.40427, -1.48668, 3.07456], [3.83745, 3.17599, 2.12268], [0.73219, 3.36773, -1.29581], [-1.15976, 1.33616, 1.20118], [1.44816, 2.12299, 0.53063], [-0.19363, 1.69004, -1.98450], [-1.74781, -4.11783, 1.81549], [2.04145, -1.43820, -1.47929], [-2.53680, -1.20157, -2.31268], [-3.82090, 0.89183, 0.92334]], "atomic_forces_ev_per_a": [[-0.1, -0.3, -0.1], [-0.2, 0.1, 0.1], [0.0, 0.0, 0.0], [0.1, 0.1, -0.2], [-1.2, 0.5, -0.1], [0.7, 0.2, 0.9], [0.6, -1.0, -1.1], [0.1, -0.3, 0.0], [-0.5, 1.6, 0.4], [0.0, -0.1, -0.1], [0.5, 0.1, 0.0], [-0.2, 0.1, -0.2], [0.0, 0.2, 0.0], [0.1, -0.2, -0.2], [0.0, -0.1, 0.0], [0.0, -0.1, -0.1], [0.0, -0.1, 0.3], [-0.3, 0.1, -0.2], [-0.2, 0.1, -0.2], [0.1, 0.1, 0.0], [0.8, -0.6, -0.4], [-0.1, -1.1, 0.6], [0.8, 0.2, -2.3], [-0.1, 0.2, 0.1], [0.0, 3.1, -2.1], [0.1, -0.2, -0.8], [-0.4, 0.2, 0.1], [0.1, 0.2, -0.3], [-0.6, 0.3, -0.9], [0.0, 0.2, 0.1], [-0.1, 0.0, 0.3], [0.1, 0.0, 0.2], [-0.2, -0.1, 0.0], [0.5, -0.3, 0.3], [0.2, -0.1, 0.1], [-0.1, 0.0, -0.2], [-0.1, 0.3, 0.1], [0.1, -0.3, -0.1], [0.1, 0.0, 0.2], [0.0, 0.3, -0.1], [-0.3, -0.1, -0.2], [-0.1, -0.4, -0.2], [-0.1, 0.1, 0.2], [-1.1, 0.2, -1.1], [0.3, -0.1, 0.2], [-0.2, -0.2, -0.2], [-0.3, 0.0, 0.1], [0.3, 0.3, 0.3], [0.1, 0.5, -0.1], [-0.2, -0.1, -0.2], [0.1, 0.0, -0.2], [0.1, -0.1, 0.0], [0.2, -0.2, 0.0], [-0.1, 0.4, 0.2], [0.0, 0.1, -0.1], [-0.2, 0.1, 0.2], [0.0, 0.1, -0.4], [-0.3, 0.3, -0.3], [0.0, -0.1, 0.2], [-0.3, -0.2, 0.4], [-1.0, 0.5, -0.2], [0.2, -0.1, 0.3], [0.0, -1.2, -1.1], [0.9, 0.5, 0.5], [-0.1, 0.4, 0.2], [-1.7, 3.9, 2.1], [0.0, 0.1, -0.1], [-0.2, 0.0, 0.1], [0.0, 0.0, 0.1], [0.0, 0.1, 0.3], [1.8, -1.7, 1.8], [-0.1, 0.0, -0.1], [0.2, -0.5, 0.0], [0.0, 0.0, 0.2], [0.0, -0.2, 0.3], [0.3, 1.1, 0.0], [0.1, 0.1, 0.1], [0.1, -0.1, -0.1], [0.3, 0.2, -0.1], [-0.2, -0.6, -0.5], [0.2, -0.2, -0.1], [0.1, 0.1, 0.0], [0.1, 0.1, -0.2], [0.1, 0.2, -0.2], [0.3, 0.3, 0.0], [0.5, 0.1, -0.2], [0.0, 0.0, -0.1], [0.1, -0.1, 0.0], [0.1, -0.3, -0.1], [-0.1, -0.4, 0.0], [-1.2, -5.7, -0.4], [1.0, -0.1, 0.9], [0.3, 0.4, 1.5], [0.2, 0.1, -0.2], [-0.6, -1.1, 1.9], [-0.1, 0.1, 0.1], [0.1, -0.1, 0.2]]}

# 2
{"formula": "C34H56GeN6O8PTi", "method": "wB97M-V/def2-TZVPD", "lumo_energy_ha": [-0.0149, -0.0108], "orbital_gap_ha": [0.2757, 0.2798], "relative_energy_kj_mol": 17.8, "total_charge": 0, "multiplicity": 2, "species": ["H", "H", "H", "H", "H", "C", "C", "N", "H", "Ge", "C", "H", "H", "H", "P", "C", "C", "C", "H", "H", "C", "H", "H", "O", "H", "C", "O", "C", "H", "H", "C", "H", "C", "H", "H", "H", "H", "C", "O", "N", "H", "N", "O", "H", "C", "C", "C", "H", "C", "N", "C", "H", "H", "C", "H", "H", "H", "H", "H", "H", "H", "C", "H", "H", "H", "C", "O", "C", "H", "H", "C", "H", "H", "H", "C", "H", "H", "H", "O", "N", "C", "H", "C", "C", "H", "H", "C", "H", "H", "C", "O", "C", "O", "H", "H", "C", "C", "C", "C", "H", "C", "H", "H", "Ti", "H", "N", "H"], "coordinates": [[-2.36732, 3.44123, -1.26193], [-3.10924, 2.74511, -3.43945], [5.67694, 3.43994, -2.97950], [-3.69258, -4.07876, -1.93831], [-1.05044, 4.71450, 2.19835], [-1.58889, -2.54740, 2.45641], [0.92816, -2.33623, 1.43455], [-0.95667, 2.92264, 3.29218], [-2.57960, -2.63507, 2.88257], [-0.81559, -0.73129, -3.59883], [-0.75046, -3.37740, 4.70917], [1.45193, -3.40600, -3.58856], [1.04246, -1.84632, -5.50158], [-2.92015, 0.51512, -0.39560], [-1.23490, 1.30507, 2.99552], [2.33233, -2.82428, -3.30906], [-1.70436, 3.89757, 2.51408], [-1.72160, -3.27055, -2.28917], [3.54683, -0.61670, -2.22424], [-2.23544, -3.07171, -4.39981], [2.24997, -2.11328, 0.74220], [-2.53367, 2.11231, 5.26386], [-0.69026, 3.17726, -1.74147], [-1.12312, 1.04039, 1.52994], [1.70161, -0.09547, 3.08586], [4.62852, 3.23683, -2.79738], [3.29762, -2.48985, 1.21572], [1.27863, 0.73118, 3.66370], [-4.60055, 0.34857, 2.76567], [3.90855, 4.21352, -4.55968], [-3.24422, 1.42713, 4.80823], [-2.52830, 4.32575, 3.09696], [-3.59183, -0.05390, 2.89293], [0.37186, 4.22123, 4.25916], [3.19365, -3.24284, -3.83116], [0.12115, 2.67026, 5.07130], [3.23645, 0.49605, -3.58069], [2.15286, -1.36081, -3.69084], [2.11742, -1.47542, -0.39848], [1.06216, 1.22050, -0.25116], [-3.25080, -2.78021, -0.82791], [-0.11776, -1.90269, 0.71429], [-0.94872, 0.51748, -2.13154], [0.62928, 1.26439, 0.67857], [3.38031, -0.54925, -3.30069], [-2.01403, 1.49349, -2.07725], [-0.45277, -0.23842, 5.14077], [0.27585, -1.03895, 5.26447], [4.25601, 2.51820, -1.64049], [-0.13758, 0.52570, 3.93468], [-2.36747, 1.94751, -3.49027], [-3.65811, -0.96851, 3.49092], [-3.55432, -0.02668, -1.96971], [0.77205, -2.88129, 2.69125], [-2.14974, -1.63057, 0.58272], [-0.42160, 0.39179, 6.03781], [-1.48026, 2.33359, -3.99728], [0.58381, 1.87989, -0.86183], [-2.12368, -4.73363, -3.82513], [-0.64710, -3.80781, -4.10278], [1.82957, 0.79236, 4.60439], [-3.17548, -3.12092, -1.85962], [5.44928, 0.94155, 1.11302], [-4.19231, 1.95472, 4.66873], [-2.79155, 1.14020, -4.08969], [-1.35421, -2.01200, 1.21234], [-1.94523, -3.37357, 5.04081], [5.18586, 2.03180, -0.69195], [-1.12583, 3.92508, 5.15003], [-2.11807, 3.42489, 1.62600], [-3.21158, 0.83759, -1.39734], [-1.34779, 2.42406, -0.24413], [3.05966, 0.46826, 1.42146], [4.26445, -0.92767, -3.81522], [-0.98999, -4.27968, -1.41164], [2.76678, -1.56842, -5.74195], [-1.37817, -5.28298, -1.59216], [-1.42889, -0.70822, 5.06248], [-1.06196, -1.99573, -2.17003], [1.92271, 2.72158, -2.30773], [-0.37073, 3.45744, 4.50649], [1.61938, -3.20023, 3.28343], [2.45446, 1.51139, -0.32781], [3.37180, 1.06717, 0.57682], [1.53225, 3.73081, -4.03608], [-3.19001, -0.29504, 1.91137], [2.31281, 3.38365, -3.36474], [-3.68867, -2.40277, -2.50306], [-3.41004, 0.60241, 5.50693], [3.66314, 3.66176, -3.66261], [1.02747, -0.80529, -2.97290], [2.87718, 2.26923, -1.45227], [0.29250, -3.58611, 5.34287], [-4.04048, 1.54196, -1.30488], [2.50498, -2.91585, -2.23706], [-0.51015, -2.96093, 3.22642], [-1.67649, -3.74249, -3.74414], [-1.56113, 2.70584, -1.27470], [1.89026, -1.23252, -5.18716], [-1.11343, -4.05896, -0.35241], [4.74430, 1.32980, 0.38980], [0.07644, -4.27640, -1.64750], [6.24180, 2.21947, -0.84207], [0.37852, -0.75555, -1.02176], [1.69140, -0.19273, -5.45712], [-2.74778, 0.94139, 3.53180], [1.43965, 1.66676, 3.12236]], "atomic_forces_ev_per_a": [[0.0, 0.0, 0.0], [0.0, 0.0, 0.0], [0.0, 0.0, 0.0], [0.0, 0.0, 0.0], [0.0, 0.0, 0.0], [0.1, -0.1, 0.0], [-0.1, 0.0, 0.0], [-0.1, -0.1, 0.0], [0.1, 0.0, -0.1], [0.2, -0.2, 0.2], [0.2, 0.0, -0.3], [0.0, 0.0, 0.0], [0.0, 0.0, 0.0], [0.0, 0.0, 0.0], [0.0, 0.2, 0.2], [0.0, 0.0, 0.0], [0.0, 0.0, 0.0], [0.1, -0.1, -0.1], [0.0, 0.0, 0.0], [0.0, 0.0, 0.0], [0.2, -0.2, 0.2], [0.0, 0.0, 0.0], [0.0, -0.1, 0.1], [0.2, -0.1, 0.0], [0.0, 0.0, 0.0], [0.0, 0.0, 0.0], [-0.2, 0.2, -0.1], [0.0, 0.0, 0.0], [0.0, 0.0, 0.0], [0.0, 0.0, 0.0], [0.0, -0.1, 0.0], [0.0, 0.0, 0.0], [-0.1, 0.0, 0.0], [0.0, 0.0, 0.0], [0.0, 0.0, 0.0], [0.0, 0.0, 0.0], [0.0, 0.0, 0.0], [0.1, 0.0, -0.1], [-0.4, 0.0, -0.2], [0.0, -0.2, -0.1], [0.0, 0.0, 0.0], [-0.2, 0.4, -0.1], [0.3, 0.1, -0.1], [0.1, 0.1, 0.0], [-0.1, 0.0, 0.1], [-0.2, 0.0, 0.1], [0.1, 0.0, 0.0], [0.0, 0.0, 0.0], [-0.1, -0.1, 0.1], [0.0, 0.0, -0.1], [0.0, 0.0, 0.0], [0.0, 0.1, 0.0], [0.0, 0.0, 0.0], [0.0, 0.1, 0.0], [0.0, 0.0, 0.0], [0.0, 0.0, 0.0], [0.0, 0.0, 0.0], [0.0, 0.0, 0.0], [0.0, 0.0, 0.0], [0.0, 0.0, 0.0], [0.0, 0.0, 0.0], [0.0, 0.0, 0.0], [0.0, 0.0, 0.0], [0.0, 0.0, 0.0], [0.0, 0.0, 0.0], [0.1, 0.0, -0.1], [-0.2, 0.0, 0.1], [0.0, 0.0, 0.0], [0.0, 0.0, 0.0], [0.0, 0.0, 0.0], [0.0, 0.0, 0.0], [0.0, 0.0, 0.0], [0.0, 0.0, 0.0], [0.0, 0.0, 0.0], [0.0, 0.0, 0.0], [0.0, 0.0, 0.0], [0.0, 0.0, 0.0], [0.0, 0.0, 0.0], [0.1, 0.1, 0.1], [0.0, 0.0, 0.0], [0.0, 0.0, 0.0], [0.0, 0.0, 0.0], [0.0, 0.1, 0.1], [0.0, -0.1, 0.0], [0.0, 0.0, 0.0], [-0.1, 0.1, 0.1], [0.0, 0.0, 0.0], [0.0, 0.0, 0.0], [0.0, 0.0, 0.0], [0.0, 0.0, 0.0], [-0.2, 0.1, 0.0], [0.2, 0.1, -0.1], [0.1, 0.0, 0.1], [0.0, 0.0, 0.0], [0.0, 0.0, 0.0], [-0.1, 0.0, 0.2], [0.0, 0.0, 0.0], [0.0, 0.0, -0.1], [0.0, 0.0, 0.0], [0.0, 0.0, 0.0], [0.1, 0.0, 0.1], [0.0, 0.0, 0.0], [0.0, 0.0, 0.0], [0.0, -0.1, -0.1], [0.0, 0.0, 0.0], [0.0, 0.0, 0.0], [0.0, 0.0, 0.0]]}

Question: What is the formula in the second record?
Answer: C34H56GeN6O8PTi